No. 1
The following is a DFT calculation (wB97M-V/def2-TZVPD) of 2 unconnected molecules or ions with the total composition C18H18BrCl4FINO8S2 in a non-equilibrium geometry.

CARTESIAN COORDINATES (ANGSTROEM)
C 3.03350 -2.25407 -4.22487
C 1.54426 -2.45780 -4.02298
C 0.80871 -3.41642 -4.68717
C -0.53110 -3.53480 -4.43607
C -1.17463 -2.74272 -3.51691
C -0.44908 -1.78972 -2.83175
C -1.11962 -0.92796 -1.77245
C -0.55372 -1.11604 -0.33032
C -0.09899 -2.55697 -0.08106
C -1.24634 -3.55557 -0.29473
O -2.40202 -3.28183 -0.26443
I -0.74087 -5.63908 -0.72382
O -1.61511 -0.65543 0.52070
S -1.45375 -1.03705 2.12349
O -2.58435 -0.38161 2.70204
O -0.04862 -0.29793 2.66796
C 0.19697 1.00393 2.19308
C -0.74565 2.09670 2.80466
S -0.95187 1.98631 4.59581
O -2.31447 1.64310 4.86648
O -0.02414 1.06565 5.19235
C 1.62557 1.37403 2.71971
O 2.37084 0.57198 3.20159
N 2.02747 2.78180 2.60225
C 3.18421 2.97152 1.81399
O 4.27759 2.52672 1.98072
F 2.95607 3.77179 0.74447
C 0.24719 1.18413 0.65288
C 0.61632 -0.03901 -0.19814
Br 2.34547 -0.83937 0.31304
C 0.89706 -1.66269 -3.10108
H 3.43970 -1.88192 -3.27617
H 3.24938 -1.50130 -4.98875
H 3.55321 -3.18835 -4.45114
H 1.31110 -4.07120 -5.39373
H -1.12198 -4.29593 -4.93940
H -2.23465 -2.87125 -3.31823
H -2.16926 -1.24271 -1.72785
H -1.12235 0.12515 -2.07359
H 0.68054 -2.87817 -0.77726
H 0.34032 -2.73148 0.90791
H -0.38689 3.10253 2.57396
H -1.71343 2.00517 2.30800
H -0.66037 3.23503 5.08890
H 2.08961 3.24217 3.50127
H -0.68367 1.65227 0.31376
H 1.02694 1.93224 0.44988
H 0.80670 0.35509 -1.19487
H 1.51209 -0.93119 -2.58360
C -3.20292 5.03264 1.67385
Cl -3.33272 6.67876 1.04980
Cl -4.75023 4.20607 1.50196
Cl -1.96249 4.15273 0.76185
Cl -2.74553 5.08205 3.38400

## Properties
Energy relative to the best compared isomer or geometry (same formula, charge and spin) ... 0.0 kJ/mol
Total charge ... 0
Calculated total energy ... -6962.0117 hartree

---

No. 2
The following is a DFT calculation (wB97M-V/def2-TZVPD) of C18H18BrNO4 in the gas phase.

CARTESIAN COORDINATES (ANGSTROEM)
C -2.92102 -1.64453 -2.72118
H -3.25129 -0.71778 -3.18419
C -1.42937 -1.58941 -2.41506
C -0.94541 -2.88335 -1.76469
C 0.54271 -2.85764 -1.40645
N 0.83287 -1.87030 -0.39133
C 0.64942 -2.13585 0.93933
O 0.23350 -3.17136 1.38905
C 0.99123 -0.84902 1.72994
C 1.47323 0.06783 0.62851
C 1.98494 1.34243 0.69202
C 2.28906 1.97372 -0.50839
C 2.11698 1.34582 -1.72955
C 1.63864 0.04507 -1.78697
C 1.31599 -0.58855 -0.59916
H 1.52120 -0.44165 -2.74126
H 2.36299 1.86902 -2.64051
Br 2.92512 3.76685 -0.46352
H 2.15566 1.83966 1.63388
O 1.92800 -1.10704 2.72600
H 1.79407 -0.47786 3.45739
C -0.35502 -0.33316 2.31586
C -0.05518 0.98086 2.99493
O 0.62249 1.01016 4.00658
C -0.49828 2.19036 2.31428
C -1.16972 2.40076 1.12513
C -1.22337 3.79202 0.94252
C -0.58517 4.33395 2.02552
O -0.15195 3.38645 2.84507
H -0.38722 5.35301 2.29563
H -1.66637 4.32099 0.12448
H -1.56832 1.65998 0.46288
H -1.10205 -0.24450 1.53124
H -0.67739 -1.07091 3.05360
H 1.15402 -2.64820 -2.28597
H 0.82709 -3.83042 -0.99568
H -1.51475 -3.07180 -0.85247
H -1.11964 -3.71849 -2.44518
H -1.22775 -0.74578 -1.75023
H -0.87745 -1.41981 -3.34258
H -3.13952 -2.46474 -3.40089
H -3.49294 -1.79681 -1.80859

## Properties
SMILES ... CCCCN1C(=O)[C@](O)(CC(=O)c2ccco2)c2cc(Br)ccc21
Energy relative to the best compared isomer or geometry (same formula, charge and spin) ... 82.8 kJ/mol
Total charge ... 0
Calculated total energy ... -3626.4590 hartree

---

No. 3
The following is a DFT calculation (wB97M-V/def2-TZVPD) of 2 unconnected molecules or ions with the total composition C18H18Cl2FNO4 in a non-equilibrium geometry.

CARTESIAN COORDINATES (ANGSTROEM)
Cl -2.51601 0.13430 3.42038
C -1.01531 0.61418 4.10884
N -0.16411 1.31247 3.32232
F 0.21076 -2.02122 0.02578
C 1.12658 0.98025 3.58676
Cl 2.23088 0.89029 2.27628
C 1.58304 0.63864 4.88135
C 0.60843 0.44257 5.86461
C -0.69803 0.22845 5.42299
H 2.64619 0.56968 5.07063
H 0.89293 0.28636 6.90591
H -1.47271 -0.19192 6.06699
C 3.02039 0.79568 -3.89376
C 2.37602 -0.46004 -3.42705
O 1.28709 -0.03736 -2.58359
C 0.87979 -1.12397 -1.93526
C -0.22779 -1.01172 -0.86190
C -0.39578 0.49115 -0.45304
O -1.54151 0.85805 -0.27360
O 0.60567 1.34931 -0.31584
C 0.32111 2.80668 0.01164
C 1.60278 3.51679 -0.34223
C -1.62763 -1.52855 -1.18481
C -2.70512 -1.41485 -0.28600
C -3.87870 -2.15993 -0.48331
C -3.96099 -3.08128 -1.54359
C -2.88083 -3.19571 -2.41447
C -1.71907 -2.45457 -2.21941
O 1.34869 -2.21971 -2.22613
H 3.81874 0.57017 -4.59992
H 2.26257 1.44024 -4.34464
H 3.47929 1.27217 -3.01807
H 1.99336 -1.14207 -4.20027
H 3.07509 -1.02100 -2.80516
H -0.53342 3.17925 -0.56891
H 0.08947 2.79615 1.08270
H 1.58450 4.55671 -0.01125
H 2.41049 2.98892 0.16400
H 1.76366 3.52561 -1.42796
H -2.69132 -0.70376 0.55058
H -4.65259 -2.15310 0.29628
H -4.82506 -3.75540 -1.61961
H -2.87027 -3.97054 -3.18240
H -0.84127 -2.59736 -2.83589

## Properties
SMILES ... CCOC(=O)C(F)(C(=O)OCC)c1ccccc1.Clc1cccc(Cl)n1
Energy relative to the best compared isomer or geometry (same formula, charge and spin) ... 0.0 kJ/mol
Total charge ... 0
Calculated total energy ... -2072.6054 hartree

---

No. 4
The following is a DFT calculation (wB97M-V/def2-TZVPD) of a molecular structure, C18H18Cl3N3O2S in a non-equilibrium geometry.

CARTESIAN COORDINATES (ANGSTROEM)
O 1.81500 0.39536 0.18685
S 1.60945 -2.94651 -4.10034
Cl 3.03639 -4.27961 -1.17750
Cl 2.75305 -2.97972 1.56427
Cl 0.79260 -4.52277 0.38475
O 0.81669 0.02112 2.19940
C 1.15388 -0.32717 1.00153
C 1.26946 -1.78780 -2.91610
C 0.08589 2.62281 6.47149
C 0.84180 3.08810 -2.86444
C -0.14117 3.50823 5.38782
C 0.62947 1.33454 6.24670
C 1.33794 1.91564 -3.23224
C -0.44143 3.08812 -2.19796
C -0.27436 0.62893 -1.97464
C 0.03669 3.10126 4.05624
C 0.83251 0.90484 4.95709
C 0.78744 0.71561 -2.83631
C -1.01643 1.79256 -1.74286
C 0.59033 1.78263 3.86020
N 1.46520 -0.48845 -3.26432
N 0.62642 -1.41565 0.34491
N 0.83159 -2.43512 -1.76083
C -2.27452 1.53946 -0.83138
C 0.79608 1.42206 2.38459
C 2.06634 -3.32940 -0.07329
C 1.51062 -2.04256 -0.56124
H -0.19708 3.02706 7.43462
H 1.34042 4.01758 -3.01165
H -0.60886 4.49984 5.44878
H 1.04693 0.90492 7.18508
H 2.17471 1.85136 -3.87649
H -1.02152 3.95502 -1.82531
H -0.58928 -0.21179 -1.47669
H -0.32958 3.78594 3.35690
H 1.30114 -0.10035 4.85510
H 1.88048 -0.45378 -4.17026
H 0.01486 -1.91909 1.08372
H 0.73375 -3.48510 -1.87026
H -3.14857 2.17176 -1.15030
H -2.11045 1.83220 0.19912
H -2.60888 0.50485 -0.86599
H 1.79172 1.79064 2.10358
H 0.13304 1.84931 1.69589
H 2.47320 -1.51390 -0.81531

## Properties
Energy relative to the best compared isomer or geometry (same formula, charge and spin) ... 100.0 kJ/mol
Total charge ... 0
Calculated total energy ... -2790.1270 hartree

---

No. 5
The following is a DFT calculation (wB97M-V/def2-TZVPD) of C18H18ClFN6O2S in the gas phase in a non-equilibrium geometry.

CARTESIAN COORDINATES (ANGSTROEM)
O -5.42376 0.52631 0.35528
O -4.35531 2.54136 -0.51537
F -0.27433 3.16817 -2.72472
Cl -2.47587 -1.86734 -0.49713
N 2.03261 -2.30463 0.81583
N 3.57111 2.28310 2.26099
N 1.88943 1.41703 0.89574
C 1.30736 -3.14375 0.11388
C 1.61093 -1.00575 0.49920
C 0.55844 -1.08981 -0.42487
C 2.54629 2.42245 1.43252
C 3.96045 1.06241 2.60223
C 2.22556 0.16521 1.18379
C 3.27258 -0.02776 2.08054
C 0.08568 1.07117 -1.60461
C -2.09168 1.76892 -2.30123
C -0.75465 1.99888 -2.21234
C -1.77449 -0.39117 -1.15491
C -0.40950 -0.10014 -1.05268
C -2.65220 0.55393 -1.78154
N 0.46642 -2.44080 -0.71274
N 1.91233 3.60573 1.14878
N -4.02957 0.29185 -1.77781
C 2.36108 4.88372 1.75096
C 2.02781 -5.24750 1.46097
C 2.77411 -5.32216 0.15724
C 1.43025 -4.62624 0.19812
C -6.46964 1.49835 -1.85783
S -5.02229 1.27149 -0.80988
H 4.87389 0.89967 3.18921
H 3.56004 -1.03977 2.34776
H 1.12345 1.38666 -1.53665
H -2.76464 2.53923 -2.65794
H -0.15302 -2.88543 -1.36342
H 0.96260 3.47369 0.83613
H -4.21216 -0.65984 -1.48476
H 3.44143 4.95659 1.56802
H 1.84781 5.70671 1.27979
H 2.20028 4.93224 2.83015
H 1.54149 -6.15392 1.84910
H 2.40213 -4.54368 2.23157
H 3.67069 -4.70978 0.04560
H 2.90214 -6.34973 -0.26023
H 0.54232 -5.16603 -0.16665
H -6.97964 0.53556 -2.01330
H -6.12742 1.88416 -2.82730
H -7.13051 2.23068 -1.39549

## Properties
SMILES ... CNc1nccc(-c2nc(C3CC3)[nH]c2-c2cc(F)cc(NS(C)(=O)=O)c2Cl)n1
Energy relative to the best compared isomer or geometry (same formula, charge and spin) ... 0.0 kJ/mol
Total charge ... 0
Calculated total energy ... -2133.9641 hartree

---

No. 6
The following is a DFT calculation (wB97M-V/def2-TZVPD) of a molecular structure, C18H18ClN2O3ReS3Te in a non-equilibrium geometry.

CARTESIAN COORDINATES (ANGSTROEM)
Re -1.47299 -0.35478 1.14802
C -4.58606 -1.44721 2.94016
Te -4.05560 -1.19363 0.89454
C -5.03114 0.67917 0.67752
H -5.62379 -1.76721 2.97321
H -4.45437 -0.50433 3.46381
H -3.94488 -2.21651 3.36213
H -4.66801 1.35756 1.44527
H -6.10087 0.50987 0.77751
H -4.80125 1.06155 -0.31465
S 3.59880 -4.56831 0.75456
C 2.96700 -3.15232 0.23451
S 1.24556 -2.86315 0.31704
C 1.48637 -1.22863 -0.21860
N 2.69509 -0.94836 -0.49337
N 3.54026 -2.00684 -0.26446
C 4.94663 -1.75396 -0.51871
C 5.85310 -2.78918 -0.68999
C 7.18662 -2.49156 -0.94595
C 7.61925 -1.18202 -1.03683
C 6.70494 -0.15197 -0.86589
C 5.37384 -0.42972 -0.60678
S 0.25513 -0.01000 -0.46355
H 5.53819 -3.81640 -0.63152
H 7.88571 -3.30695 -1.07949
H 8.65941 -0.96226 -1.24074
H 7.02494 0.87993 -0.92921
H 4.66676 0.37210 -0.46628
Cl -4.26188 4.38856 -4.84295
C -3.56890 3.89226 -3.34513
C -3.37680 4.82599 -2.33661
C -2.85236 4.41638 -1.12369
C -2.50302 3.08340 -0.92767
C -2.68026 2.15996 -1.95654
C -3.21999 2.56072 -3.16569
C -2.00233 2.70272 0.41200
O -1.70322 3.44171 1.28896
O -1.96257 1.33136 0.62941
H -3.64212 5.86208 -2.49965
H -2.71257 5.12000 -0.31396
H -2.37729 1.12999 -1.82854
H -3.37225 1.85228 -3.96887
C -0.41725 -2.53372 3.20574
O -1.08902 -1.77522 2.18052
H -0.34800 -3.56616 2.88068
H -0.99419 -2.47578 4.12316
H 0.57535 -2.13140 3.36657

## Properties
Expectation value of S² ... 0.7720
Energy relative to the best compared isomer or geometry (same formula, charge and spin) ... 117.2 kJ/mol
2S+1 ... 2
Total charge ... +1
Calculated total energy ... -3032.6892 hartree